No. 1
The following is a DFT calculation (wB97M-V/def2-TZVPD) of the molecule C19H17F2N7O.

Positions of all 46 atoms, in Å:
C -1.6585 -3.2070 0.6905
N -0.2542 -3.1853 0.4052
N 0.6186 -3.8561 1.1624
C 1.7775 -3.6116 0.6016
N 1.7038 -2.8158 -0.4814
C 0.4165 -2.5546 -0.5825
C -0.2323 -1.7438 -1.6485
O -1.2339 -0.8670 -1.1494
C -0.8110 0.2308 -0.5049
N 0.4675 0.4144 -0.3691
N 0.8409 1.5306 0.2437
C 2.0897 2.0044 0.5060
C 3.2902 1.2313 0.2311
C 4.3812 1.7508 -0.4636
F 4.3364 3.0191 -0.8967
C 5.4967 0.9861 -0.7513
C 5.5349 -0.3364 -0.3456
C 4.4768 -0.8873 0.3576
C 3.3803 -0.0988 0.6411
F 2.3767 -0.6120 1.3744
N 1.9862 3.1901 1.0653
N 0.7091 3.5137 1.1861
C -0.0112 2.5248 0.6934
C -1.3936 2.3038 0.5561
C -1.8183 1.1445 -0.0277
C -3.2615 0.8209 -0.2249
C -4.2262 1.0795 0.9533
C -5.1725 1.8296 0.0052
C -4.0819 1.8205 -1.0738
H -1.8473 -4.0461 1.3573
H -2.2251 -3.3293 -0.2327
H -1.9707 -2.2826 1.1805
H 2.6952 -4.0175 0.9735
H -0.7617 -2.3949 -2.3525
H 0.5478 -1.1841 -2.1721
H 6.3135 1.4315 -1.2954
H 6.3973 -0.9425 -0.5758
H 4.4843 -1.9131 0.6832
H -2.0750 3.0582 0.9126
H -3.3523 -0.1951 -0.6071
H -4.6309 0.1856 1.4234
H -3.7969 1.7160 1.7233
H -5.4999 2.8114 0.3389
H -6.0465 1.2433 -0.2709
H -4.3775 1.4598 -2.0558
H -3.5818 2.7805 -1.1839

Calculated values
SMILES string: Cn1ncnc1COc1nn2c(-c3c(F)cccc3F)nnc2cc1C1CCC1
Relative energy (zero: lowest compared OMol25 entry of this formula, charge and spin) in eV: 0.000
E in eV: -37890.099
HOMO in eV: -8.559

Mulliken population analysis, charges in e, atoms 1 to 8: number 1, C, carries -0.705; number 2, N, carries 0.856; number 3, N, carries -1.040; number 4, C, carries -0.192; number 5, N, carries -0.605; number 6, C, carries 0.622; number 7, C, carries -0.791; number 8, O, carries -0.311


No. 2
The following is a DFT calculation (wB97M-V/def2-TZVPD) of an isolated ion of composition C4H13N2 and charge +1.

Positions of all 19 atoms, in Å:
C 0.2385 -2.3196 1.1247
C 0.4897 -0.9028 1.5790
N 0.4491 0.0660 0.4099
C -0.7617 0.1238 -0.4616
C -0.8085 1.5676 -1.1641
N 0.5749 1.8743 -1.6314
H -0.4989 -2.2909 0.3190
H -0.3179 -3.0236 1.7158
H 1.1562 -2.7456 0.7166
H 1.4128 -0.7553 2.1378
H -0.2593 -0.5262 2.2922
H 0.3435 1.0141 0.7748
H 1.2886 0.0364 -0.1631
H -0.5247 -0.5316 -1.3072
H -1.6737 0.0680 0.1393
H -1.5006 1.4927 -1.9937
H -1.0937 2.2962 -0.4121
H 0.6721 1.7162 -2.6276
H 0.8135 2.8405 -1.4484

Calculated values
SMILES string: CC[NH2+]CCN
Relative energy (zero: lowest compared OMol25 entry of this formula, charge and spin) in eV: 1.413
Total charge: +1
E in eV: -7332.074
HOMO in eV: -14.092

Mulliken population analysis, charges in e, atoms 1 to 8: number 1, C, carries -1.052; number 2, C, carries -0.418; number 3, N, carries -0.150; number 4, C, carries -0.720; number 5, C, carries -0.749; number 6, N, carries -0.483; number 7, H, carries 0.326; number 8, H, carries 0.377